{
  "formula": "C52H51N5O3PSr",
  "method": "ωB97M-V with the def2-TZVPD basis set",
  "symbols": ["Sr", "C", "C", "C", "C", "C", "C", "C", "C", "N", "C", "C", "C", "C", "N", "C", "C", "C", "C", "C", "C", "C", "C", "H", "H", "H", "H", "H", "H", "H", "H", "H", "H", "H", "H", "H", "H", "H", "H", "H", "H", "H", "H", "H", "H", "H", "H", "O", "C", "O", "C", "C", "C", "C", "C", "C", "P", "C", "C", "C", "C", "C", "C", "C", "C", "C", "C", "C", "C", "H", "H", "H", "H", "H", "H", "H", "H", "H", "H", "H", "H", "H", "H", "C", "C", "C", "C", "C", "N", "C", "O", "N", "C", "C", "C", "C", "N", "C", "C", "C", "H", "H", "H", "H", "H", "H", "H", "H", "H", "H", "H", "H", "H"],
  "coordinates": [[0.26038, -0.75473, -0.19106], [3.50343, -1.61933, 1.29706], [2.78973, -2.64499, 2.13829], [3.36279, -3.89559, 2.34211], [2.71550, -4.86270, 3.09044], [1.48155, -4.58524, 3.65933], [0.87763, -3.34693, 3.48677], [-0.44998, -3.03421, 4.12161], [1.54832, -2.39449, 2.71665], [0.88446, -1.15293, 2.44503], [0.91428, -0.21387, 3.29564], [1.65807, -0.22842, 4.59556], [0.15654, 1.05237, 2.94384], [-0.35703, 1.88150, 4.08025], [-0.00174, 1.30679, 1.71184], [-0.62323, 2.51559, 1.27426], [-1.87347, 2.43510, 0.65610], [-2.62875, 1.13473, 0.58066], [-2.39318, 3.58615, 0.07639], [-1.67827, 4.77432, 0.09073], [-0.44799, 4.83374, 0.72523], [0.09816, 3.71106, 1.34050], [1.42165, 3.79702, 2.04979], [3.43661, -1.87448, 0.23711], [4.56150, -1.57301, 1.55611], [3.09991, -0.61400, 1.43355], [4.32882, -4.10797, 1.90128], [3.17251, -5.83210, 3.23403], [0.97722, -5.33858, 4.25221], [-0.91739, -3.94086, 4.50084], [-1.14023, -2.57055, 3.41426], [-0.33852, -2.34958, 4.96660], [2.21492, -1.15355, 4.72026], [0.97446, -0.10765, 5.43680], [2.35196, 0.61476, 4.62549], [-0.96564, 1.25585, 4.73661], [-0.95702, 2.71513, 3.72301], [0.46642, 2.26808, 4.68221], [-2.46082, 0.50303, 1.45442], [-2.35379, 0.57104, -0.31857], [-3.70036, 1.31707, 0.50981], [-3.36241, 3.54141, -0.40480], [-2.08053, 5.65721, -0.38684], [0.10969, 5.76213, 0.73646], [1.99896, 4.64567, 1.68577], [2.02340, 2.89828, 1.90932], [1.28213, 3.93670, 3.12504], [0.94292, -2.86201, -0.31112], [1.06443, -2.69048, -1.56435], [1.48274, -1.60338, -2.03197], [0.44668, -3.74406, -2.43179], [1.17909, -4.54415, -3.29254], [0.54463, -5.57427, -3.97268], [-0.81345, -5.79762, -3.79618], [-1.55145, -4.97425, -2.95797], [-0.93341, -3.93140, -2.27823], [-1.86581, -2.75916, -1.21226], [-2.65887, -3.88815, -0.01892], [-3.96591, -4.35067, -0.13253], [-4.46219, -5.26601, 0.78563], [-3.65452, -5.73318, 1.81169], [-2.34626, -5.28116, 1.92369], [-1.85093, -4.35660, 1.01858], [-3.23676, -2.17953, -2.27323], [-4.23857, -1.43004, -1.65164], [-5.26078, -0.85845, -2.39031], [-5.28991, -1.01535, -3.77073], [-4.29769, -1.75124, -4.39848], [-3.27811, -2.33466, -3.65542], [2.24097, -4.37648, -3.41432], [1.11442, -6.21233, -4.63440], [-1.29947, -6.61229, -4.31549], [-2.61467, -5.14555, -2.83442], [-4.60297, -3.99729, -0.93350], [-5.48009, -5.61985, 0.69282], [-4.04155, -6.45446, 2.51877], [-1.70756, -5.65464, 2.71316], [-0.81802, -4.02980, 1.09080], [-4.22659, -1.30468, -0.57404], [-6.03546, -0.29120, -1.89128], [-6.08714, -0.57109, -4.35088], [-4.31732, -1.88199, -5.47248], [-2.51153, -2.90549, -4.16354], [6.08395, 6.22331, 1.33373], [4.93307, 5.78451, 0.47112], [4.88879, 4.50791, -0.08051], [3.84442, 4.11875, -0.90032], [2.80717, 5.00057, -1.19003], [1.76479, 4.50561, -2.00254], [0.66463, 5.17492, -2.45501], [0.41868, 6.34490, -2.26521], [-0.17721, 4.39427, -3.24772], [-0.38501, 3.01439, -3.23506], [-0.84519, 2.38407, -4.38946], [-1.08606, 1.02744, -4.36754], [-0.87189, 0.33131, -3.18925], [-0.44551, 0.91789, -2.07099], [-0.20454, 2.23450, -2.09756], [2.83436, 6.28553, -0.65774], [3.89132, 6.65261, 0.16409], [6.57910, 5.37021, 1.79634], [5.75081, 6.89436, 2.12491], [6.83116, 6.75784, 0.74449], [5.68731, 3.80616, 0.12892], [3.83449, 3.11879, -1.32149], [1.92474, 3.58976, -2.39034], [-0.79306, 4.95405, -3.81753], [-0.99762, 2.96203, -5.29269], [-1.43892, 0.50757, -5.24668], [-1.05328, -0.73436, -3.15143], [0.10124, 2.69570, -1.16777], [2.04647, 6.98330, -0.88802], [3.90222, 7.65606, 0.57290]],
  "lowdin_charge": [1.46, -0.02, -0.22, -0.03, -0.06, -0.04, -0.22, -0.03, -0.23, 0.08, -0.26, 0.01, -0.26, 0.00, 0.09, -0.23, -0.23, -0.04, -0.04, -0.06, -0.03, -0.21, -0.01, 0.08, 0.09, 0.07, 0.12, 0.11, 0.11, 0.08, 0.08, 0.08, 0.09, 0.09, 0.10, 0.10, 0.09, 0.09, 0.08, 0.04, 0.09, 0.12, 0.11, 0.12, 0.07, 0.08, 0.08, -0.25, -0.73, -0.12, -0.14, -0.01, -0.06, -0.06, -0.08, -0.29, 1.09, -0.35, -0.08, -0.07, -0.07, -0.07, -0.09, -0.39, -0.12, -0.07, -0.07, -0.07, -0.09, 0.13, 0.11, 0.11, 0.12, 0.10, 0.11, 0.11, 0.10, 0.09, 0.10, 0.11, 0.11, 0.11, 0.10, -0.05, -0.28, -0.05, -0.03, -0.23, 0.15, -0.53, 0.08, 0.14, -0.21, 0.02, -0.02, -0.14, -0.03, -0.07, -0.02, -0.04, 0.08, 0.08, 0.09, 0.11, 0.11, 0.13, 0.16, 0.13, 0.12, 0.08, 0.10, 0.10, 0.12],
  "homo_ev": -10.2,
  "charge": 1,
  "homo_lumo_gap_ha": 0.280
}

***

{
  "formula": "C52H52ClFeN7OS4",
  "method": "ωB97M-V with the def2-TZVPD basis set",
  "symbols": ["Fe", "C", "N", "C", "C", "N", "C", "C", "C", "C", "C", "C", "C", "S", "C", "C", "C", "C", "C", "C", "S", "H", "H", "H", "H", "H", "H", "H", "H", "H", "H", "H", "H", "H", "H", "H", "H", "H", "H", "S", "C", "C", "C", "C", "C", "C", "N", "C", "C", "C", "C", "C", "C", "C", "C", "N", "C", "C", "C", "C", "C", "S", "C", "H", "H", "H", "H", "H", "H", "H", "H", "H", "H", "H", "H", "C", "C", "C", "C", "C", "O", "C", "C", "C", "C", "C", "C", "Cl", "C", "C", "C", "N", "C", "N", "C", "N", "H", "H", "H", "H", "H", "H", "H", "H", "H", "H", "H", "H", "H", "H", "H", "H", "H", "H", "H", "H", "H", "H"],
  "coordinates": [[0.20707, 0.13015, 0.28670], [1.36559, -1.33625, 2.78579], [0.02880, -0.83253, 2.39908], [-0.93271, -1.91315, 2.37148], [-0.50969, -2.94682, 1.35053], [-0.34745, -2.36151, 0.00263], [0.72123, -3.06593, -0.70989], [-1.61372, -2.40664, -0.69846], [-2.01135, -3.55018, -1.38513], [-3.23921, -3.62450, -2.02097], [-4.09665, -2.53635, -1.97243], [-3.71384, -1.39154, -1.29908], [-2.47722, -1.30134, -0.64874], [-2.10100, 0.20038, 0.17934], [-0.38302, 0.34908, 3.08129], [-1.54412, 0.41768, 3.84515], [-1.89229, 1.57975, 4.51768], [-1.07787, 2.69902, 4.44445], [0.06606, 2.65902, 3.66482], [0.41650, 1.50601, 2.95539], [1.78888, 1.52902, 1.88670], [1.82449, -0.67622, 3.51311], [2.03314, -1.39443, 1.92574], [1.27497, -2.32730, 3.24372], [-1.90548, -1.51172, 2.09586], [-1.02453, -2.40435, 3.35276], [-1.26549, -3.73980, 1.33492], [0.43866, -3.40207, 1.63897], [0.59475, -4.15508, -0.70608], [1.67672, -2.84560, -0.23292], [0.74839, -2.72218, -1.74346], [-1.35705, -4.41169, -1.42202], [-3.52139, -4.53329, -2.53616], [-5.05931, -2.58228, -2.46691], [-4.36883, -0.53038, -1.23972], [-2.19698, -0.43990, 3.94052], [-2.79967, 1.60630, 5.10753], [-1.33884, 3.59740, 4.99069], [0.70408, 3.52812, 3.57123], [4.91100, -3.00735, 0.01633], [6.50661, -3.60740, 0.20687], [7.42423, -2.60708, 0.19520], [6.83803, -1.32940, 0.02598], [5.47563, -1.36418, -0.08766], [4.54196, -0.25382, -0.22872], [3.16730, -0.49044, -0.36480], [2.24006, 0.44156, -0.42915], [2.63242, 1.73636, -0.37902], [3.99203, 2.08769, -0.30022], [4.34628, 3.47491, -0.23692], [3.40501, 4.44089, -0.23497], [2.01173, 4.10986, -0.25217], [1.00670, 5.06864, -0.10548], [-0.31825, 4.68191, -0.00610], [-0.57549, 3.29558, -0.01562], [0.34622, 2.37790, -0.15103], [1.63428, 2.75509, -0.30627], [-1.40491, 5.64138, 0.12470], [-1.36056, 6.99938, -0.05158], [-2.60882, 7.63135, 0.15055], [-3.59145, 6.75114, 0.47850], [-3.01517, 5.13855, 0.54080], [4.94506, 1.07333, -0.21414], [6.66701, -4.66745, 0.31306], [8.48574, -2.77436, 0.30098], [7.41691, -0.41801, -0.00591], [2.80684, -1.50983, -0.43762], [5.39554, 3.72548, -0.14056], [3.68555, 5.48489, -0.16944], [1.28018, 6.11275, -0.02023], [-1.59084, 2.93359, 0.12617], [-0.46388, 7.53292, -0.33121], [-2.76410, 8.69610, 0.05850], [-4.62750, 6.95863, 0.69132], [5.99132, 1.33105, -0.11587], [-4.59920, -0.05228, -6.59609], [-3.23036, -0.08313, -5.89553], [-2.20694, -0.51701, -6.95806], [-3.29247, -1.15515, -4.80215], [-2.83796, 1.33224, -5.32857], [-3.04994, 2.33050, -6.32434], [-3.54949, 1.72130, -4.00800], [-4.95071, 2.33696, -4.13633], [-5.53869, 2.56381, -2.76746], [-6.10357, 1.50604, -2.06104], [-6.60425, 1.68336, -0.78197], [-6.54121, 2.93959, -0.19993], [-7.11786, 3.17188, 1.41763], [-6.01575, 4.01377, -0.89623], [-5.51203, 3.81906, -2.17307], [-1.31695, 1.49465, -5.09837], [-0.73387, 0.66646, -4.07044], [-0.72647, 0.84286, -2.74372], [-0.03198, -0.11412, -2.16559], [0.38604, -0.87041, -3.21174], [-0.01485, -0.43064, -4.38066], [-4.80716, -1.04376, -6.99981], [-4.61213, 0.64490, -7.43584], [-5.41403, 0.19101, -5.91673], [-2.59620, -1.37408, -7.50957], [-1.26339, -0.81348, -6.50247], [-2.02992, 0.28955, -7.67189], [-3.37064, -2.13874, -5.26915], [-4.16507, -1.02643, -4.16062], [-2.40285, -1.16327, -4.17404], [-3.98996, 2.37036, -6.52260], [-2.93418, 2.47425, -3.50637], [-3.59469, 0.85564, -3.34653], [-5.61806, 1.68303, -4.69530], [-4.87959, 3.29103, -4.66149], [-6.15979, 0.52443, -2.51946], [-7.04410, 0.85685, -0.24128], [-6.00382, 4.99577, -0.44399], [-5.09814, 4.66204, -2.71422], [-1.15591, 2.54274, -4.84491], [-0.78948, 1.29474, -6.02584], [-1.22265, 1.64456, -2.22604], [0.99628, -1.75194, -3.11082]],
  "mulliken_spin": [3.65, 0.02, 0.02, 0.01, 0.02, 0.05, 0.02, 0.03, 0.00, 0.01, 0.00, -0.01, -0.05, 0.10, 0.02, 0.00, 0.00, 0.00, -0.01, -0.05, 0.08, 0.00, -0.01, 0.00, 0.00, 0.00, 0.00, 0.00, 0.00, 0.00, -0.01, 0.00, 0.00, 0.00, 0.00, 0.00, 0.00, 0.00, 0.00, 0.00, 0.00, 0.00, 0.00, 0.00, 0.00, -0.02, 0.03, -0.02, 0.00, 0.00, 0.00, 0.00, 0.00, 0.00, 0.00, 0.01, 0.02, 0.00, 0.00, 0.00, 0.00, 0.00, 0.01, 0.00, 0.00, 0.00, 0.01, 0.00, 0.00, 0.00, 0.00, 0.00, 0.00, 0.00, 0.00, 0.00, 0.00, 0.00, 0.00, 0.00, 0.00, 0.00, 0.00, 0.00, 0.00, 0.00, 0.00, 0.00, 0.00, 0.00, 0.00, 0.00, 0.01, 0.01, 0.01, 0.00, 0.00, 0.00, 0.00, 0.00, 0.00, 0.00, 0.00, 0.00, 0.00, 0.00, 0.00, 0.00, 0.00, 0.00, 0.00, 0.00, 0.00, 0.00, 0.00, 0.00, 0.01, 0.00],
  "homo_ev": [-6.2, -6.2],
  "charge": 0,
  "homo_lumo_gap_ha": [0.207, 0.205],
  "spin_multiplicity": 5
}